(1)
47
Properties=species:S:1:pos:R:3:nbo_charge:R:1 method="wB97M-V/def2-TZVPD" total_energy_ha=-3117.2357 e_lumo_ev=3.401 relative_energy_kcal_mol=7.1 charge=-2 orbital_gap_ev=5.0
Ca 0.56569 -0.45228 0.94531 1.74
O 1.39227 -0.85862 -3.60977 -0.72
C 0.44899 -0.00898 -4.03605 0.41
C 0.14027 -0.02472 -5.39797 -0.32
C -0.86644 0.77871 -5.89570 -0.20
C -1.57995 1.62387 -5.04824 -0.29
C -1.25741 1.64387 -3.70198 -0.15
C -0.24867 0.84577 -3.17056 -0.22
C 0.06135 0.88585 -1.70055 0.56
O 0.90246 -0.00260 -1.28348 -0.87
N -0.54730 1.79672 -0.99812 -0.46
N -0.20791 1.65671 0.36840 -0.42
C -0.44550 2.64790 1.13133 0.14
C -0.05195 2.69905 2.54472 -0.25
C -0.56849 3.75392 3.30294 -0.15
C -0.23848 3.94614 4.62771 -0.33
C 0.66583 3.04591 5.21145 -0.21
C 1.21582 2.01284 4.49623 -0.26
C 0.88142 1.78508 3.13404 0.41
O 1.42669 0.82688 2.48231 -0.85
H 1.37981 -0.79022 -2.60712 0.52
H 0.69306 -0.70293 -6.03378 0.21
H -1.10533 0.74090 -6.95147 0.19
H -2.37087 2.25159 -5.43355 0.20
H -1.78398 2.28471 -3.00840 0.24
H -0.93603 3.52903 0.69545 0.15
H -1.25879 4.43979 2.81945 0.18
H -0.66377 4.75986 5.19911 0.19
H 0.93799 3.16082 6.25588 0.19
H 1.90666 1.31036 4.94362 0.21
S -0.94006 -1.85511 2.81456 -0.49
C 0.49339 -2.52678 3.55986 -0.27
C 0.39572 -2.73861 5.01672 0.30
N 0.29888 -2.88450 6.15525 -0.41
C 1.65248 -2.90497 2.96863 -0.30
S 2.09014 -2.81738 1.25713 -0.55
C 2.69690 -3.47726 3.82949 0.30
N 3.52884 -3.95453 4.46842 -0.42
N -0.03224 -3.48060 -1.26956 -0.83
C -1.00269 -2.60073 -1.56575 0.65
O -1.44250 -1.80626 -0.76087 -0.63
C -1.68408 -2.61412 -2.91127 -0.58
I -1.13431 -4.10290 -4.35446 0.01
H 0.45336 -3.38396 -0.36407 0.44
H 0.39753 -4.01414 -2.01052 0.39
H -1.51635 -1.65639 -3.39639 0.26
H -2.74246 -2.76769 -2.71837 0.24

=====

(2)
107
Properties=species:S:1:pos:R:3:lowdin_charge:R:1 method="wB97M-V/def2-TZVPD" total_energy_ha=-4021.5052 e_lumo_ev=3.991 relative_energy_kcal_mol=1.7 charge=-2 orbital_gap_ev=5.5
Ca 0.05295 0.52226 -0.40076 1.30
C 3.37719 0.79571 2.87432 -0.20
Si 3.29385 0.70140 1.02330 0.28
C 3.14735 -1.11441 0.54143 -0.17
C 5.02658 1.03176 0.44152 -0.18
N 2.10082 1.63539 0.25306 -0.19
C 2.25912 3.01168 0.39129 -0.34
C 2.49955 3.62696 1.63856 -0.05
C 2.47474 5.01352 1.74925 -0.14
C 2.42637 5.84105 0.67053 -0.14
C 2.27767 5.25478 -0.62178 -0.03
C 2.06510 3.86950 -0.70962 -0.24
F 1.86459 3.30523 -1.91688 0.05
H 3.83158 1.71528 3.31704 0.03
H 3.95690 -0.07674 3.22588 0.02
H 2.37816 0.66335 3.34582 0.02
H 3.86357 -1.78521 0.98913 0.03
H 3.42339 -1.01450 -0.55593 0.02
H 2.20290 -1.70572 0.58683 0.00
H 5.76606 0.38823 0.96183 0.04
H 5.22975 2.07389 0.65455 0.02
H 5.05352 0.82772 -0.63734 0.02
H 2.53873 3.01131 2.54207 0.08
H 2.68979 5.41668 2.67079 0.06
H 2.53048 6.95521 0.75566 0.09
H 2.32520 5.82294 -1.54832 0.10
C -2.94005 -0.64345 -0.17806 -0.21
O -1.68585 -1.26435 -0.12459 -0.40
Si -1.55956 -2.92832 0.38423 0.32
C -2.90187 -3.89464 -0.54018 -0.17
C -2.18391 -2.78480 2.18263 -0.15
C 0.12758 -3.51866 0.20593 -0.44
Si 1.04841 -4.15409 1.69114 0.43
C 1.49075 -2.81173 3.00598 -0.19
C 0.03867 -5.44783 2.79331 -0.21
C 2.60813 -5.18551 1.33650 -0.19
Si 0.68987 -3.93173 -1.52241 0.35
C 2.50246 -3.57211 -1.86108 -0.19
C -0.22914 -3.01500 -2.82865 -0.19
C 0.41714 -5.80917 -2.02204 -0.18
H -3.58167 -1.04471 -0.94611 0.07
H -2.89023 0.45897 -0.28807 0.06
H -3.46538 -0.75173 0.75202 0.06
H -3.85213 -3.46138 -0.50957 -0.02
H -2.95870 -4.96578 -0.13807 0.06
H -2.64848 -3.94039 -1.62953 0.02
H -3.14029 -2.30768 2.22396 0.01
H -1.48509 -2.28829 2.83523 0.00
H -2.29119 -3.82571 2.51195 0.01
H 1.04403 -1.84309 2.67967 0.02
H 2.53019 -2.62179 3.14815 -0.01
H 1.03632 -3.09122 3.97633 0.02
H -0.73695 -4.97394 3.39337 -0.01
H 0.77628 -5.90424 3.44103 0.00
H -0.42644 -6.19999 2.13276 0.02
H 3.23007 -4.86517 0.53344 -0.02
H 2.30242 -6.21222 1.16590 0.02
H 3.22927 -5.20417 2.23276 0.02
H 2.57053 -2.46761 -2.00363 0.00
H 2.79241 -3.96005 -2.86082 0.03
H 3.25498 -3.93573 -1.11364 0.02
H -1.28975 -3.35677 -3.01275 0.04
H 0.42299 -3.22160 -3.72176 0.05
H -0.30671 -1.98159 -2.62764 -0.02
H 1.05171 -6.52639 -1.50148 0.01
H 0.72080 -5.83493 -3.03844 -0.01
H -0.64176 -5.93056 -1.94230 -0.01
F -2.35949 1.88284 1.94773 -0.08
C -0.99882 1.53478 2.05546 -0.30
F -0.44398 2.83727 1.98230 -0.07
C -0.79529 1.15708 3.49951 -0.56
F 0.49449 1.37668 3.84789 0.09
F -1.09529 -0.16413 3.63841 0.10
F -1.51891 1.89441 4.41896 0.08
N -1.29775 2.49169 -0.89309 0.15
C -1.95845 3.38397 -0.58032 -0.23
N -2.73884 4.42258 -0.31557 -0.10
C -2.90889 4.87082 1.05432 -0.14
C -4.07194 4.10848 1.69414 -0.19
C -5.01628 3.51766 0.64972 -0.17
C -5.16129 4.57570 -0.49068 -0.17
C -3.84429 4.71241 -1.25863 -0.14
H -3.10816 5.97231 0.98161 0.13
H -1.93771 4.72615 1.50707 0.12
H -4.63669 4.73203 2.45491 0.12
H -3.71025 3.33336 2.36125 0.09
H -5.93003 3.33478 1.17537 0.09
H -4.65917 2.54886 0.31662 0.11
H -5.39195 5.53679 -0.02676 0.10
H -5.96460 4.39531 -1.26118 0.12
H -3.65095 5.69078 -1.72218 0.12
H -3.86099 3.94868 -2.06088 0.13
C -2.15832 0.23707 -3.36510 -0.07
C -0.72061 0.47829 -3.74116 -0.47
C -0.22696 0.64876 -5.00071 -0.13
C 1.17165 0.78336 -4.89072 -0.10
C 1.44766 0.58868 -3.54402 -0.39
C 2.76139 0.37046 -2.84948 -0.07
N 0.27280 0.41577 -2.84458 -0.06
H -2.88582 0.41735 -4.16783 0.06
H -2.47731 0.83045 -2.44957 0.04
H -2.28123 -0.85940 -3.11015 0.07
H -0.90822 0.61010 -5.83999 0.07
H 1.91947 1.09060 -5.57474 0.06
H 2.86949 0.82369 -1.87299 0.01
H 3.50575 0.89476 -3.43262 0.07
H 2.95000 -0.71937 -2.75010 0.05

=====

(3)
63
Properties=species:S:1:pos:R:3:lowdin_charge:R:1 method="wB97M-V/def2-TZVPD" total_energy_ha=-1746.1239 e_lumo_ev=2.710 relative_energy_kcal_mol=0.0 charge=-1 orbital_gap_ev=5.9
C -1.61414 4.30184 -2.49273 -0.22
C -2.61845 3.36287 -2.86161 -0.22
C -1.98169 2.21968 -3.43029 -0.27
C -0.56419 2.45271 -3.41559 -0.29
C -0.34194 3.74214 -2.82774 -0.27
La -1.08434 2.04059 -0.73762 1.56
N -0.72417 3.61420 0.73864 -0.37
C -2.05798 3.50758 1.29632 -0.57
C -3.10124 2.82827 0.45815 -0.38
H -2.48596 1.39017 -3.91408 0.08
H -3.69351 3.52830 -2.80242 0.09
H 0.18925 1.81946 -3.87054 0.08
H 0.61365 4.24885 -2.74222 0.08
H -1.78958 5.30213 -2.11787 0.09
H -3.80394 3.55466 0.02995 0.01
H -2.02723 3.03590 2.29816 0.07
H -0.15063 4.26269 1.28323 0.03
H -3.57928 1.97893 0.93837 -0.02
H -2.39338 4.54688 1.47530 0.08
C 0.13648 -2.79846 -3.13914 -0.04
C -0.60756 -2.27014 -1.90487 -0.64
C -1.82701 -1.42899 -2.30751 -0.04
C -1.03959 -3.44792 -1.03460 -0.05
O 0.33849 -1.41899 -1.23070 -0.17
Si 0.45237 -0.93667 0.38080 -0.13
S -1.08145 0.16180 1.15571 0.36
O 0.78586 -2.25328 1.31985 -0.17
C 0.29757 -2.75688 2.60210 -0.63
C -1.07399 -2.23212 3.00464 -0.12
C 0.22378 -4.26615 2.38405 -0.04
C 1.31747 -2.36698 3.67052 -0.04
O 1.89517 -0.16242 0.01899 -0.17
C 2.80297 0.80914 0.57203 -0.64
C 2.10179 2.17105 0.68374 -0.07
C 3.33648 0.35828 1.93496 -0.03
C 3.96121 0.89308 -0.43006 -0.04
H -0.53283 -3.42352 -3.74307 0.08
H 0.99554 -3.41437 -2.84609 0.09
H 0.50158 -1.98342 -3.77447 0.09
H -2.52960 -2.04829 -2.88503 0.09
H -2.32832 -1.04716 -1.40719 0.07
H -1.51198 -0.58514 -2.93475 0.07
H -0.17551 -4.05045 -0.72965 0.09
H -1.59073 -3.12125 -0.14368 0.08
H -1.71009 -4.08651 -1.63402 0.09
H -1.81210 -2.36243 2.20362 0.06
H -1.43260 -2.80639 3.87906 0.09
H -1.04395 -1.17732 3.30582 0.03
H 1.19971 -4.64887 2.05959 0.09
H -0.06777 -4.76689 3.31600 0.08
H -0.52036 -4.50415 1.61125 0.07
H 2.32087 -2.71738 3.39757 0.09
H 1.34409 -1.27860 3.81567 0.08
H 1.02912 -2.83617 4.62326 0.08
H 1.24784 2.11921 1.37500 0.05
H 2.82137 2.92007 1.04861 0.09
H 1.75042 2.50065 -0.30999 0.06
H 3.83204 -0.61761 1.85905 0.09
H 4.08124 1.09423 2.27600 0.08
H 2.53950 0.29643 2.68485 0.07
H 4.48584 -0.06656 -0.50618 0.08
H 3.60916 1.17390 -1.42976 0.09
H 4.68621 1.64579 -0.09738 0.08

=====

(4)
89
Properties=species:S:1:pos:R:3:lowdin_spin:R:1 method="wB97M-V/def2-TZVPD" spin_multiplicity=2 total_energy_ha=-2279.7179 e_lumo_ev="-6.036 / -7.382" relative_energy_kcal_mol=30.6 charge=+2 s_squared=0.7536 orbital_gap_ev="7.5 / 6.1"
Ir 0.18068 -0.20370 0.37130 0.64
C 1.61376 -2.31848 -1.48401 0.00
C 1.99961 -2.94237 -0.16374 0.00
C 2.75134 -1.91266 0.59999 0.01
C 4.04500 -2.14836 1.03289 0.00
C 4.80638 -1.10965 1.54156 0.00
C 4.25439 0.16297 1.56549 0.00
C 2.95549 0.33877 1.13753 0.00
N 2.21200 -0.68650 0.70071 0.01
N 0.33727 -1.55510 -1.39472 0.07
C -0.77127 -2.55738 -1.27053 0.00
C -1.30551 -2.72093 0.11763 0.00
C -2.08288 -3.81365 0.44327 0.00
C -2.78464 -3.81624 1.63953 0.00
C -2.70613 -2.70413 2.45817 0.00
C -1.86548 -1.66952 2.09688 0.00
N -1.14916 -1.69454 0.97187 0.00
C 0.20046 -0.80393 -2.68119 0.01
C -1.09684 -0.04945 -2.70352 0.00
C -1.71370 0.32779 -3.88390 0.00
C -2.96821 0.91513 -3.81603 0.00
C -3.56705 1.07285 -2.57457 0.00
C -2.86455 0.68629 -1.44672 0.01
N -1.64341 0.15746 -1.50935 0.09
H 2.39509 -1.63254 -1.81342 0.00
H 1.48119 -3.06840 -2.26627 0.00
H 1.14449 -3.31670 0.40091 0.00
H 2.66497 -3.78506 -0.34579 0.00
H 4.44488 -3.14911 0.95019 0.00
H 5.81416 -1.28598 1.89205 0.00
H 4.80686 1.02071 1.92039 0.00
H 2.47348 1.30302 1.17973 0.00
H -1.61489 -2.21854 -1.87115 0.00
H -0.44616 -3.50863 -1.69212 0.00
H -2.15679 -4.64338 -0.24682 0.00
H -3.39967 -4.66328 1.91148 0.00
H -3.26638 -2.63648 3.37918 0.00
H -1.73663 -0.79449 2.71451 0.00
H 1.05467 -0.13082 -2.75614 0.00
H 0.23787 -1.51861 -3.50788 0.00
H -1.22840 0.14891 -4.83428 0.00
H -3.47974 1.22273 -4.71792 0.00
H -4.55979 1.48807 -2.47583 0.00
H -3.28599 0.80407 -0.45637 0.00
C 2.93782 4.94566 -3.31242 0.00
O 1.69719 5.37802 -2.75261 0.00
C 1.00677 4.54766 -1.98528 0.00
C -0.19546 5.07030 -1.45333 0.01
C -0.94701 4.28871 -0.64201 0.00
C -0.60644 2.93971 -0.31458 0.01
C -1.42832 2.25691 0.61432 0.00
C -2.54821 2.96947 1.32396 0.00
O -1.35168 1.02963 0.94143 0.07
C 0.60751 2.43085 -0.86510 0.00
O 1.10012 1.21609 -0.68463 0.02
C 1.39072 3.25096 -1.68323 0.00
H 3.30885 5.78708 -3.88740 0.00
H 2.78635 4.08951 -3.97140 0.00
H 3.65008 4.69684 -2.52472 0.00
H -0.47631 6.08519 -1.69406 0.00
H -1.84856 4.71664 -0.23264 0.00
H -3.26728 3.38968 0.62186 0.00
H -2.14674 3.78899 1.92061 0.00
H -3.05941 2.26424 1.97425 0.00
H 2.31184 2.83127 -2.05991 0.00
C 2.85440 2.74507 4.53320 0.00
C 1.37001 2.82169 4.86927 0.00
C 0.58388 1.57608 4.44997 0.00
C -0.94058 1.71851 4.74568 0.00
C -1.28174 2.07337 6.18669 0.00
C 1.07735 0.36873 5.22553 0.00
O 1.43377 0.40017 6.36972 0.00
N 1.04343 -0.83677 4.53118 0.00
C 0.81299 -1.02554 3.18938 0.00
O 0.90618 -2.13668 2.70095 0.00
N 0.46510 0.09000 2.44865 0.02
C 0.67157 1.37104 2.94546 0.00
O 0.82267 2.30759 2.19046 0.00
H 3.38048 3.59393 4.96736 0.00
H 3.02299 2.76792 3.45596 0.00
H 3.30969 1.84344 4.94835 0.00
H 0.91391 3.69135 4.39406 0.00
H 1.24768 2.93319 5.94542 0.00
H -1.43864 0.78285 4.47004 0.00
H -1.32201 2.48896 4.07009 0.00
H -0.81153 1.39102 6.89303 0.00
H -2.36044 2.01897 6.32954 0.00
H -0.96868 3.08576 6.43518 0.00
H 1.33389 -1.66668 5.03327 0.00

=====

(5)
24
Properties=species:S:1:pos:R:3:nbo_charge:R:1 method="wB97M-V/def2-TZVPD" total_energy_ha=-611.5115 smiles=O.O.O.O.O.O.O.O e_lumo_ev=0.250 relative_energy_kcal_mol=44.6 charge=0 orbital_gap_ev=11.0
O -2.67221 13.70739 17.03454 -0.96
H -2.53835 14.36291 17.72636 0.46
H -3.52124 13.28153 17.26442 0.48
O -3.25447 10.66015 17.45098 -0.95
H -3.80461 11.45835 17.50810 0.48
H -2.46284 10.87744 17.95319 0.47
O -4.78674 12.16422 21.02696 -0.96
H -4.92391 11.26063 20.70338 0.50
H -3.93761 12.13734 21.48392 0.49
O -8.38334 14.30286 16.77442 -0.96
H -8.57845 15.23666 16.90170 0.46
H -7.53987 14.29560 16.28549 0.48
O -5.27284 12.86715 18.00939 -0.99
H -6.05527 13.27655 17.61482 0.50
H -5.50912 12.72337 18.93637 0.50
O -7.81772 11.52668 19.84664 -0.97
H -8.18114 12.04441 20.58169 0.49
H -8.37604 10.74448 19.78036 0.47
O -7.09860 13.39260 21.94898 -0.98
H -7.26493 12.98517 22.80540 0.46
H -6.30119 12.93793 21.59824 0.50
O -6.17118 14.99507 15.20639 -0.94
H -6.79492 15.50665 14.67470 0.48
H -5.85049 14.30455 14.61041 0.49

=====

(6)
52
Properties=species:S:1:pos:R:3:nbo_charge:R:1 method="wB97M-V/def2-TZVPD" total_energy_ha=-6687.9067 e_lumo_ev=1.275 charge=-1 orbital_gap_ev=6.8
C 0.54551 -1.79559 1.35363 -0.61
C -0.39236 -0.90894 2.18243 -0.44
C 0.34019 0.06114 3.12398 -0.75
I 1.15543 -1.01529 4.79038 0.06
Nb -0.78391 1.89530 3.65086 1.32
C -2.76821 0.90371 3.84001 -1.10
Br -1.91878 4.10292 4.36580 -0.36
C -0.61558 2.54689 1.38609 -1.01
C 0.59874 2.51109 0.64392 0.58
O 0.95477 1.86548 -0.30492 -0.62
Br 1.96191 3.76377 1.36861 -0.14
H 1.16142 -1.18314 0.68165 0.20
H -0.02716 -2.50238 0.73993 0.21
H 1.21249 -2.36444 2.01324 0.21
H -1.08163 -1.53119 2.76766 0.21
H -1.02034 -0.31913 1.49331 0.20
H 1.24867 0.42604 2.61696 0.23
H 0.76011 2.66820 4.21469 -0.19
H -0.59308 1.45867 5.36605 -0.17
H -2.80331 -0.09056 3.37828 0.22
H -3.41384 1.60011 3.27768 0.22
H -3.18705 0.82714 4.84919 0.24
H -1.00163 3.57068 1.44664 0.28
H -1.30910 1.86197 0.86831 0.23
C -1.85603 0.49270 -1.62206 -0.19
C -1.55290 -0.62359 -2.39729 -0.20
C -2.55975 -1.49725 -2.77352 -0.22
C -3.84849 -1.22913 -2.34546 0.08
C -4.18007 -0.14817 -1.54751 -0.22
C -3.15848 0.71669 -1.19069 -0.21
N -4.92676 -2.15236 -2.75125 0.52
O -4.62755 -3.11485 -3.43086 -0.39
O -6.05959 -1.89822 -2.38828 -0.39
H -1.06439 1.17040 -1.33042 0.24
H -0.51869 -0.78771 -2.66529 0.24
H -2.36382 -2.37409 -3.37099 0.25
H -5.19902 -0.01010 -1.22209 0.25
H -3.36177 1.58452 -0.57498 0.22
C 5.28795 0.61199 -1.47572 -0.18
C 5.69861 -0.38103 -2.35628 -0.22
C 4.77768 -1.27622 -2.87591 -0.19
C 3.45615 -1.14200 -2.49171 0.00
C 3.01839 -0.16458 -1.61600 -0.13
C 3.95424 0.72161 -1.10422 -0.21
N 2.46885 -2.09846 -3.04714 0.54
O 2.87250 -2.97408 -3.78262 -0.38
O 1.30141 -1.95635 -2.72674 -0.39
H 6.01363 1.30740 -1.07425 0.22
H 6.73959 -0.46245 -2.64040 0.21
H 5.06039 -2.06308 -3.55920 0.24
H 1.98113 -0.09334 -1.33493 0.26
H 3.62353 1.48928 -0.41857 0.25

=====

Question: What is the charge in the fourth record?
Answer: +2